(1)
Below is C52H32N5O4SSe2Te2Y as an isolated structure, with properties calculated with ωB97M-V/def2-TZVPD.

The geometry in XYZ format:
```
99
Properties=species:S:1:pos:R:3:mulliken_charge:R:1
Y -0.2064 -0.2395 0.1802 -0.26
C -5.8718 4.0660 3.4309 -0.38
C -6.3317 3.1762 2.4699 -0.84
C -5.4383 2.3473 1.8081 0.03
C -4.0749 2.4006 2.0943 -0.64
C -3.6257 3.2830 3.0736 -0.10
C -4.5197 4.1095 3.7385 -0.77
C -3.1149 1.5496 1.3396 1.66
C -2.2484 2.2081 0.4558 0.80
C -2.2473 3.6287 0.2006 -1.46
C -1.3518 3.8481 -0.7889 -1.50
C -0.7993 2.5631 -1.1453 0.49
N -1.3586 1.5913 -0.3676 -0.12
C 0.1090 2.3544 -2.1943 1.83
C 0.5721 1.1087 -2.6532 0.28
C 1.5053 0.9113 -3.7298 -1.34
C 1.8042 -0.4139 -3.7662 -1.37
C 1.0792 -1.0364 -2.6947 0.55
C 1.2156 -2.3637 -2.2569 1.31
C 2.3538 -3.1512 -2.8070 -0.44
C 3.4590 -3.3967 -1.9920 -0.06
C 4.5437 -4.1104 -2.4780 -0.93
C 4.5350 -4.5920 -3.7801 -0.40
C 3.4340 -4.3618 -4.5919 -0.79
C 2.3502 -3.6411 -4.1097 0.06
C 0.4419 -2.9811 -1.2595 0.88
N -0.6337 -2.4126 -0.6317 -0.26
C -1.1650 -3.3779 0.1673 0.55
C -2.2559 -3.2071 1.0369 1.28
C -2.7296 -4.4213 1.7600 -1.03
C -3.5892 -5.3198 1.1338 0.21
C -4.0025 -6.4706 1.7906 -0.74
C -3.5491 -6.7356 3.0754 -0.30
C -2.6948 -5.8404 3.7039 -0.91
C -2.2853 -4.6848 3.0524 0.56
C -2.8598 -1.9892 1.3368 0.94
C -3.9106 -1.8179 2.3117 -1.52
C -4.1232 -0.4896 2.4274 -1.28
C -3.2117 0.1602 1.5072 0.39
N -2.4534 -0.7726 0.8718 -0.33
C -0.4072 -4.5947 0.0473 -1.43
C 0.6004 -4.3453 -0.8227 -1.44
N 0.3323 -0.0873 -2.0388 -0.74
C 0.6528 3.5718 -2.8577 -0.06
C 1.4510 4.4530 -2.1317 -0.35
C 1.9819 5.5847 -2.7304 -0.85
C 1.7138 5.8599 -4.0644 -0.42
C 0.9104 4.9936 -4.7928 -0.72
C 0.3852 3.8569 -4.1951 -0.27
H -6.5658 4.7238 3.9405 0.36
H -7.3884 3.1290 2.2350 0.37
H -5.7892 1.6480 1.0590 0.45
H -2.5713 3.3072 3.3204 0.56
H -4.1593 4.7878 4.5019 0.39
H -2.8559 4.3484 0.7219 0.47
H -1.0827 4.7869 -1.2425 0.49
H 1.9039 1.6923 -4.3564 0.49
H 2.4675 -0.9243 -4.4455 0.49
H 3.4581 -3.0336 -0.9692 0.35
H 5.3956 -4.2917 -1.8348 0.44
H 5.3774 -5.1585 -4.1592 0.35
H 3.4145 -4.7475 -5.6046 0.37
H 1.4840 -3.4668 -4.7369 0.45
H -3.9368 -5.1127 0.1286 0.46
H -4.6724 -7.1619 1.2925 0.35
H -3.8643 -7.6395 3.5840 0.33
H -2.3290 -6.0354 4.7044 0.41
H -1.6133 -3.9915 3.5520 0.07
H -4.3797 -2.6219 2.8557 0.46
H -4.8012 0.0265 3.0868 0.49
H -0.5986 -5.4949 0.6082 0.51
H 1.3817 -5.0152 -1.1420 0.50
H 1.6496 4.2590 -1.0862 0.69
H 2.5971 6.2552 -2.1434 0.47
H 2.1203 6.7473 -4.5351 0.36
H 0.6804 5.2090 -5.8302 0.37
H -0.2540 3.1910 -4.7629 0.48
Se 1.4444 -1.7306 1.3977 -0.41
Te 2.8288 -3.2598 2.7890 -0.49
Te -0.2556 -1.6739 4.9441 -0.55
Se -0.1852 -0.7417 2.6350 -0.44
O 3.0364 0.6832 -1.1524 -0.20
C 2.2687 -0.0136 -0.6976 0.11
O 1.9105 5.9487 1.4179 -0.61
S 2.3907 4.6815 1.9325 0.38
O 3.7142 4.2677 0.8741 -0.60
N 1.3340 3.5366 1.4474 -0.21
C 1.8091 2.3068 1.4492 0.53
O 1.0869 1.3134 1.1442 0.85
C 3.2628 2.0490 1.6668 -0.10
C 3.7532 0.8135 2.0778 -0.39
C 5.0842 0.4897 1.8804 -0.83
C 5.9141 1.3902 1.2209 -0.44
C 5.4579 2.6474 0.8607 -0.74
C 4.1413 3.0019 1.1326 0.51
H 3.0875 0.1016 2.5497 0.63
H 5.4461 -0.4787 2.2004 0.45
H 6.9373 1.1128 0.9944 0.34
H 6.0937 3.3667 0.3593 0.44
```

ΔE to the lowest compared entry with this formula, charge and spin, kcal per mole: 73.3
Total charge: -2

(2)
Below is C9H18Cl2HfN2O as an isolated structure, with properties calculated with ωB97M-V/def2-TZVPD.

The geometry in XYZ format:
```
33
Properties=species:S:1:pos:R:3:mulliken_charge:R:1
Hf 1.4327 -0.1176 0.3011 1.08
Cl 1.6410 -2.4190 -0.0499 -0.52
Cl 2.6709 1.1313 1.8790 -0.58
C 2.8362 0.3243 -1.0458 -0.98
H 3.3569 1.2850 -0.9907 0.37
H 3.2495 -0.3600 -1.7877 0.32
C -0.0308 1.1010 -0.8346 -0.45
C 1.0470 0.7383 -1.6565 0.36
H 0.1026 2.0159 -0.2323 0.34
C 0.7458 -0.4066 -2.6748 -0.74
H 1.4636 1.6161 -2.1781 0.45
C -0.5236 -0.0904 -3.4732 -0.85
H 1.6040 -0.5552 -3.3424 0.36
H 0.6165 -1.3554 -2.1245 0.21
C -1.7206 0.1103 -2.5640 -0.59
H -0.3592 0.8203 -4.0608 0.34
H -0.7217 -0.8912 -4.1919 0.40
C -1.4652 1.0081 -1.3383 -0.70
H -2.5411 0.5434 -3.1473 0.30
H -2.0934 -0.8602 -2.2214 0.29
H -1.8027 2.0296 -1.5780 0.36
H -2.1235 0.6869 -0.5180 0.15
C 0.4114 0.1953 4.5050 -0.68
N -0.7207 -0.5143 3.9137 -0.22
C -0.9076 -0.7722 2.6214 0.63
N -1.9936 -1.4972 2.2727 -0.37
O -0.1228 -0.3618 1.6926 -0.63
H 0.9664 0.7573 3.7494 0.18
H 1.0935 -0.5124 4.9924 0.27
H 0.0292 0.8804 5.2686 0.31
H -1.4170 -0.9123 4.5356 0.18
H -2.1107 -1.7456 1.2997 0.24
H -2.6129 -1.8720 2.9790 0.18
```

ΔE to the lowest compared entry with this formula, charge and spin, kcal per mole: 4.3

(3)
Below is one molecule with the formula C5H8N2, with properties calculated with ωB97M-V/def2-TZVPD.

The geometry in XYZ format:
```
15
Properties=species:S:1:pos:R:3:mulliken_charge:R:1
C -0.3382 -1.9165 -1.5414 -0.80
N 0.4280 -0.9055 -0.8406 0.55
C -0.0706 0.3564 -0.7166 -0.47
C 0.2222 0.8040 0.5433 0.54
C -0.3063 2.0322 1.2117 -1.15
C 0.9701 -0.2673 1.1047 -0.36
N 1.0525 -1.3022 0.2891 -0.91
H -1.2225 -2.1288 -0.9311 0.31
H 0.2489 -2.8281 -1.6411 0.27
H -0.6510 -1.5338 -2.5174 0.31
H -0.6133 0.8233 -1.5300 0.40
H 0.1174 2.1606 2.2101 0.32
H -1.3951 1.9470 1.3073 0.25
H -0.1133 2.9374 0.6362 0.31
H 1.4161 -0.3198 2.0925 0.43
```

SMILES string: Cc1cnn(C)c1
ΔE to the lowest compared entry with this formula, charge and spin, kcal per mole: 19.6

(4)
Below is one molecule with the formula C24H30N6O4, with properties calculated with ωB97M-V/def2-TZVPD.

The geometry in XYZ format:
```
64
Properties=species:S:1:pos:R:3:mulliken_charge:R:1
C -3.7581 3.1048 2.1325 -1.23
C -4.2677 2.7674 0.7713 0.85
C -5.4595 3.2232 0.2887 -0.53
C -5.8903 2.8660 -1.0064 -0.69
C -5.1064 2.0631 -1.7654 -0.46
N -3.9139 1.5977 -1.3046 0.01
C -3.4555 1.9238 -0.0493 0.18
N -2.3113 1.4950 0.4275 -0.29
C -1.5405 0.7033 -0.3348 0.40
N -0.3574 0.2928 0.1927 0.19
C 0.5048 -0.6067 -0.4615 0.74
N 1.5584 -1.0836 0.0779 -0.79
H 1.7611 -0.8036 1.0276 0.18
C 0.1371 -0.9712 -1.8187 0.34
C -1.0260 -0.5191 -2.3567 -0.93
C -1.9084 0.3087 -1.6258 1.01
C -3.1483 0.7492 -2.1863 -0.33
O -3.5963 0.4907 -3.2816 -0.68
H -1.2882 -0.8022 -3.3657 0.64
C 0.9806 -1.8372 -2.7088 0.44
O 0.6842 -1.9910 -3.8838 -0.70
N 2.0358 -2.4262 -2.1236 -0.07
C 2.9707 -3.2344 -2.8576 -1.30
H 3.1993 -4.1410 -2.2894 0.27
H 2.4977 -3.5112 -3.8024 0.41
C 4.2922 -2.4853 -3.1349 0.34
C 4.1068 -1.3575 -4.1522 -0.55
H 4.9028 -0.6207 -4.0386 0.36
H 3.1438 -0.8654 -4.0471 0.22
C 4.2414 -2.1030 -5.4812 -0.62
H 3.2620 -2.4312 -5.8261 0.26
C 5.1276 -3.3085 -5.1239 -0.56
H 6.1386 -3.2158 -5.5331 0.33
O 5.2521 -3.3493 -3.7093 -0.51
H 4.6944 -4.2495 -5.4835 0.27
H 4.6911 -1.4869 -6.2567 0.39
H 4.7060 -2.1354 -2.1825 0.42
H 2.2244 -2.1564 -1.1578 0.30
C -0.0212 0.7677 1.5211 -1.74
H -0.5177 1.7289 1.6543 0.40
H 1.0602 0.9137 1.5854 0.60
C -0.5149 -0.2227 2.6011 -0.60
N -0.1734 0.1014 3.9630 0.06
C 1.2412 0.0412 4.2804 -0.34
H 1.6504 -0.9038 3.9179 0.40
C 1.3930 0.1142 5.8016 -0.84
O 0.8258 1.2969 6.3139 -0.38
C -0.5397 1.3764 5.9813 -0.85
C -0.7431 1.3373 4.4648 -0.03
H -1.8095 1.3557 4.2353 0.03
H -0.2642 2.2270 4.0218 0.28
H -0.9026 2.3175 6.3978 0.37
H -1.0846 0.5366 6.4376 0.40
H 2.4461 0.1305 6.0863 0.36
H 0.9025 -0.7611 6.2525 0.40
H 1.8068 0.8769 3.8329 0.27
H -0.1149 -1.2189 2.3882 0.34
H -1.6053 -0.2753 2.5319 0.35
H -5.3534 1.7368 -2.7653 0.47
H -6.8306 3.2249 -1.3892 0.42
H -6.0813 3.8615 0.8978 0.43
H -3.6072 2.1920 2.7050 0.18
H -2.7926 3.6003 2.0551 0.33
H -4.4551 3.7507 2.6582 0.39
```

SMILES string: [H]/N=c1/c(C(=O)NC[C@@H]2CCCO2)cc2c(=O)n3cccc(C)c3nc2n1CCN1CCOCC1
ΔE to the lowest compared entry with this formula, charge and spin, kcal per mole: 23.8

(5)
Below is one molecule with the formula C19H24F3N3O3, with properties calculated with ωB97M-V/def2-TZVPD.

The geometry in XYZ format:
```
52
Properties=species:S:1:pos:R:3:mulliken_charge:R:1
O 2.3374 -2.1332 -1.1388 -0.68
C 1.6463 -2.4039 -0.1797 0.27
N 1.8445 -1.9075 1.0581 -0.07
H 1.1458 -2.0997 1.7721 0.36
C 2.7396 -0.7977 1.2914 -1.36
C 2.0209 0.5291 1.2130 1.00
C 2.5791 1.5882 0.5164 -0.39
C 1.9099 2.8006 0.4411 0.50
C 0.6774 2.9776 1.0411 -0.70
C 0.1228 1.9107 1.7335 -1.03
C 0.7825 0.7011 1.8263 -0.52
H 0.3329 -0.1126 2.3755 0.51
H -0.8384 2.0384 2.2076 0.44
H 0.1420 3.9116 0.9861 0.40
O 2.5869 3.8004 -0.2873 -0.38
C 2.0652 4.9971 -0.4240 0.95
F 2.8953 5.7526 -1.1371 -0.28
F 1.8548 5.6513 0.7350 -0.25
F 0.8803 5.0226 -1.0642 -0.25
H 3.5313 1.4903 0.0214 0.43
H 3.1923 -0.9150 2.2814 0.33
H 3.5219 -0.8414 0.5303 0.43
C 0.4660 -3.3696 -0.2595 -0.98
H 0.3920 -3.7190 -1.2892 0.41
H 0.6568 -4.2218 0.3956 0.38
C -0.8647 -2.6633 0.1113 0.23
N -1.9027 -3.0235 -0.8386 0.16
C -2.4271 -4.3348 -0.5216 -0.86
C -3.0993 -4.3819 0.8553 -0.73
N -2.2234 -3.7749 1.8314 -0.10
C -1.1967 -2.9554 1.5717 0.36
O -0.5260 -2.4849 2.4834 -0.80
H -2.4245 -3.9323 2.8105 0.31
H -3.2965 -5.4178 1.1453 0.44
H -4.0578 -3.8479 0.8308 0.31
H -3.1393 -4.6460 -1.2844 0.53
H -1.5864 -5.0331 -0.5335 0.37
C -2.9105 -1.9967 -1.0733 0.56
C -3.8262 -2.3888 -2.2505 -1.04
C -4.1299 -1.0963 -3.0285 -0.67
H -3.6904 -1.1472 -4.0240 0.29
C -3.4724 0.0271 -2.2258 -0.80
H -4.1691 0.4176 -1.4815 0.33
H -3.1475 0.8539 -2.8545 0.41
C -2.3074 -0.6601 -1.5228 -0.81
H -1.4962 -0.8541 -2.2248 0.33
H -1.9286 -0.0559 -0.6988 0.39
H -5.2006 -0.9343 -3.1453 0.32
H -4.7404 -2.8678 -1.9010 0.28
H -3.2922 -3.0909 -2.8893 0.38
H -3.5235 -1.8112 -0.1725 0.19
H -0.6938 -1.5866 0.0381 0.09
```

SMILES string: O=C(C[C@@H]1C(=O)NCCN1C1CCCC1)NCc1cccc(OC(F)(F)F)c1

Ordered E_tot results: -8351.14655 -1506.95089 -304.80424 -1562.08894 -1428.06561; unit hartree.
Ordered HOMO level results: -0.855 -7.010 -8.925 -8.139 -8.831; unit eV.
Ordered gap between HOMO and LUMO results: 4.02 7.11 9.93 7.55 9.29; unit eV.